1.
ORCA calculation (wB97M-V/def2-TZVPD) on 2 unconnected molecules or ions with the total composition H4O2 in a non-equilibrium geometry.

Geometry as XYZ:
```
6
H4O2 (wB97M-V/def2-TZVPD)
O -1.58573 0.10324 0.06978
H -1.99731 -0.58950 -0.53250
H -0.57194 -0.20296 0.20996
O 1.43075 -0.05151 -0.08606
H 1.81356 0.82368 -0.12841
H 1.99548 -0.44502 0.58114
```

- electronic energy (a.u.) = -152.8637
- total charge = 0
- frontier orbital gap (hartree) = 0.419
- energy relative to the best compared isomer or geometry (same formula, charge and spin) (eV) = 0.305
- molar mass (Da) = 36.0
- SMILES = O.O
- LUMO level (eV) = 0.7

Löwdin atomic charge list, values in e, 4 entries:
1 O -0.17
2 H 0.05
3 H 0.06
4 O -0.04

2.
ORCA calculation (wB97M-V/def2-TZVPD) on 2 unconnected molecules or ions with the total composition H4O2 in a non-equilibrium geometry.

Geometry as XYZ:
```
6
H4O2 (wB97M-V/def2-TZVPD)
O -0.43910 -1.04173 -0.94551
H -0.22641 -0.18147 -0.59153
H -1.06827 -0.87718 -1.68523
O 0.48040 0.99615 0.80750
H -0.05386 0.59387 1.50669
H 1.30724 0.51037 0.90808
```

- electronic energy (a.u.) = -152.8736
- total charge = 0
- frontier orbital gap (hartree) = 0.442
- energy relative to the best compared isomer or geometry (same formula, charge and spin) (eV) = 0.037
- molar mass (Da) = 36.0
- SMILES = O.O
- LUMO level (eV) = 0.9

Löwdin atomic charge list, values in e, 4 entries:
1 O -0.08
2 H -0.03
3 H 0.05
4 O -0.05

3.
ORCA calculation (wB97M-V/def2-TZVPD) on 2 unconnected molecules or ions with the total composition H4O2.

Geometry as XYZ:
```
6
H4O2 (wB97M-V/def2-TZVPD)
O -0.93899 0.80250 -0.49870
H -1.54560 0.50477 0.17924
H -1.37953 1.54964 -0.90361
O 1.58018 -0.99925 0.66266
H 1.45150 -1.45204 -0.17080
H 0.83244 -0.40560 0.73121
```

- electronic energy (a.u.) = -152.8707
- total charge = 0
- frontier orbital gap (hartree) = 0.435
- energy relative to the best compared isomer or geometry (same formula, charge and spin) (eV) = 0.115
- molar mass (Da) = 36.0
- SMILES = O.O
- LUMO level (eV) = 0.6

Löwdin atomic charge list, values in e, 4 entries:
1 O -0.05
2 H 0.04
3 H 0.04
4 O -0.05